<one>
Entry from OMol25: 2 unconnected molecules or ions with the total composition C17H19NO (the ωB97M-V functional and the def2-TZVPD basis).

* structure (SMILES): Cc1c[nH]c2ccccc12.CCc1ccc(O)cc1
* HOMO level: -7.65 eV

Each line ends with the Mulliken charge.
Positions of all 38 atoms, in Å:
C  -2.103  0.444  -2.052  0.0602
C  -3.469  1.076  -1.763  -1.6132
C  -0.921  1.246  -1.538  0.0187
C  -1.037  2.426  -0.809  -0.4557
C  0.353  0.681  -1.674  -0.7230
C  0.025  2.874  -0.020  -0.5317
C  1.428  1.212  -0.990  0.0546
C  1.265  2.284  -0.125  0.0370
O  2.309  2.663  0.702  -0.5213
H  -2.113  -0.522  -1.547  0.1499
H  -1.951  0.285  -3.125  0.4075
H  -3.682  2.014  -2.267  0.3938
H  -1.990  2.937  -0.822  0.4236
H  0.460  -0.187  -2.321  0.3616
H  -0.170  3.733  0.623  0.4267
H  2.408  0.750  -1.075  0.4063
H  2.767  3.429  0.301  0.3547
H  -3.508  1.182  -0.677  0.3856
H  -4.246  0.360  -2.051  0.3724
C  3.271  -2.542  0.605  -1.5216
C  0.205  -0.624  1.573  -0.4905
C  0.798  -1.713  0.913  1.0097
C  2.207  -1.603  1.092  0.5242
C  2.421  -0.466  1.819  -0.6422
C  -1.976  -1.363  1.087  -0.5354
C  -1.160  -0.393  1.616  -0.6198
C  -1.420  -2.560  0.569  -0.8148
C  -0.065  -2.705  0.394  -0.1962
N  1.206  0.099  2.153  0.0029
H  -3.043  -1.233  0.971  0.4680
H  -1.576  0.510  2.050  0.3822
H  -2.046  -3.415  0.371  0.3725
H  0.318  -3.480  -0.265  0.3226
H  1.084  1.042  2.475  0.2969
H  3.288  -0.094  2.354  0.3773
H  3.545  -3.298  1.332  0.3122
H  4.220  -2.032  0.429  0.3859
H  2.899  -3.015  -0.308  0.3585

***

<two>
Entry from OMol25: 2 unconnected molecules or ions with the total composition C17H19NO (the ωB97M-V functional and the def2-TZVPD basis).

* HOMO level: -5.98 eV

Each line ends with the Mulliken charge.
Positions of all 38 atoms, in Å:
C  -1.141  -0.924  1.566  -0.8387
N  0.076  -0.154  1.828  0.1567
C  1.379  -0.770  1.580  -0.8105
C  -0.019  1.095  2.186  -0.3888
H  -0.851  -1.972  1.453  0.2765
H  -1.835  -0.806  2.410  0.3450
H  -1.647  -0.562  0.657  0.3413
H  1.214  -1.844  1.466  0.2780
H  1.846  -0.359  0.671  0.3304
H  2.050  -0.571  2.426  0.3462
H  0.888  1.662  2.389  0.3660
H  -1.012  1.547  2.251  0.3346
C  2.132  1.725  7.821  -0.3861
C  2.645  2.293  6.644  -0.5986
C  1.796  2.604  5.590  -0.5365
C  0.396  2.358  5.695  0.4931
C  -0.538  2.706  4.692  -0.4217
C  -0.317  3.679  3.670  0.6087
C  -1.550  4.281  3.015  0.5158
C  -1.342  5.262  2.035  -0.4448
C  -2.415  5.872  1.389  -0.5199
C  -3.730  5.496  1.708  -0.3252
C  -3.956  4.526  2.691  -0.7718
C  -2.872  3.930  3.345  -0.2273
O  0.813  4.012  3.247  -0.8175
C  -0.101  1.780  6.902  -0.4995
C  0.755  1.473  7.947  -0.4810
H  2.799  1.503  8.653  0.3451
H  3.708  2.527  6.564  0.3624
H  2.157  3.083  4.682  0.3929
H  -1.538  2.301  4.802  0.1926
H  -0.320  5.536  1.774  0.3885
H  -2.218  6.633  0.633  0.3632
H  -4.572  5.966  1.201  0.3636
H  -4.971  4.225  2.954  0.3692
H  -3.072  3.183  4.111  0.2505
H  -1.180  1.650  6.997  0.3042
H  0.350  1.066  8.876  0.3433

***

Which is less stable than every other structure shown? <two> is.